DFT (wB97M-V/def2-TZVPD) results for the molecule C4H9NOS2.

## Properties
**HOMO level**: -9.09 eV
**Frontier orbital gap**: 9.4 eV
**SMILES string**: CNC(=O)CCSS
**ΔE to the lowest compared entry with this formula, charge and spin**: 0.269 eV

Each line ends with the natural charge from an NBO analysis.
Atoms and positions in Å:
C 1.231 0.484 2.195  -0.426
N 0.733 1.771 1.744  -0.617
C -0.271 2.022 0.862  0.672
O -0.778 3.129 0.786  -0.614
C -0.853 0.853 0.103  -0.518
C 0.027 0.407 -1.078  -0.539
S -0.338 -1.231 -1.756  0.132
S 0.153 -2.531 -0.272  -0.153
H 0.799 -0.383 1.701  0.218
H 1.042 0.363 3.266  0.200
H 2.316 0.475 2.076  0.197
H 0.866 2.528 2.398  0.402
H -1.039 0.020 0.778  0.227
H -1.789 1.138 -0.369  0.241
H 0.001 1.191 -1.836  0.245
H 1.071 0.362 -0.776  0.213
H 1.488 -2.513 -0.065  0.121

DFT (wB97M-V/def2-TZVPD) results for C40H45AgN8O7 as an isolated structure.

## Properties
**HOMO level**: -7.70 eV
**Frontier orbital gap**: 6.4 eV

Each line ends with the Mulliken charge.
Atoms and positions in Å:
Ag -20.506 -5.086 -0.028  1.211
C -24.902 -4.962 1.115  -0.973
C -23.693 -5.927 1.135  -0.451
O -22.899 -5.812 -0.023  0.437
H -24.635 -3.905 1.151  -0.035
H -25.617 -5.109 1.924  0.496
H -25.511 -5.114 0.225  0.200
H -24.147 -6.906 1.286  0.293
H -23.063 -5.713 1.997  -0.064
C -16.206 -3.601 -5.393  -0.570
C -16.892 -3.452 -4.173  0.041
C -16.482 -2.411 -3.308  0.134
C -15.297 -1.691 -3.534  -0.230
C -14.616 -1.890 -4.753  -0.316
C -15.112 -2.818 -5.669  -0.497
N -14.728 -0.703 -2.590  0.941
O -13.585 -0.406 -2.769  -0.577
O -15.359 -0.246 -1.642  -0.575
H -16.619 -4.226 -6.171  0.424
H -17.881 -3.850 -3.998  0.088
H -17.074 -2.233 -2.422  0.400
H -13.735 -1.334 -5.036  0.426
H -14.642 -2.862 -6.640  0.357
C -25.457 0.075 1.259  -0.648
C -24.731 -0.481 0.216  -0.543
C -23.531 -1.115 0.436  -0.126
C -23.083 -1.351 1.774  -0.045
C -23.770 -0.705 2.844  -0.644
C -24.925 -0.038 2.575  -0.308
N -21.947 -2.286 2.027  0.928
O -21.743 -2.615 3.169  -0.610
O -21.355 -2.781 1.033  -0.378
H -26.359 0.616 1.014  0.418
H -25.114 -0.513 -0.794  0.453
H -22.965 -1.629 -0.327  0.559
H -23.400 -0.743 3.857  0.456
H -25.448 0.382 3.422  0.393
C -18.377 1.854 0.298  -0.371
C -17.523 0.918 0.938  -0.705
C -17.742 -0.418 0.705  -0.280
C -18.727 -0.871 -0.202  0.181
C -19.540 0.122 -0.806  -0.151
C -19.439 1.498 -0.524  -0.882
N -18.867 -2.354 -0.524  0.781
O -19.646 -2.677 -1.411  -0.431
O -18.272 -3.178 0.117  -0.533
H -18.327 2.879 0.635  0.375
H -16.712 1.162 1.608  0.431
H -17.115 -1.115 1.240  0.466
H -20.305 -0.127 -1.528  0.432
H -20.101 2.213 -0.990  0.450
N -22.563 -8.992 -1.417  0.636
C -22.036 -9.161 -0.158  -0.466
C -21.227 -10.231 -0.104  -0.270
C -21.192 -10.806 -1.400  -0.620
C -22.019 -9.987 -2.165  -0.435
H -23.146 -8.221 -1.708  -0.220
H -22.351 -8.487 0.625  -0.033
H -20.664 -10.641 0.722  0.472
H -20.611 -11.658 -1.721  0.417
H -22.219 -9.928 -3.225  0.440
N -20.110 -7.377 -1.942  0.230
C -20.649 -6.329 -2.668  -0.907
C -19.736 -5.342 -2.824  -0.056
C -18.590 -5.788 -2.137  -0.294
C -18.842 -7.038 -1.610  -1.323
H -20.524 -8.253 -1.659  0.389
H -21.686 -6.511 -2.907  0.425
H -19.828 -4.361 -3.266  0.512
H -17.651 -5.262 -2.040  0.304
H -18.356 -7.805 -1.025  0.524
N -20.333 -5.618 2.856  0.117
C -20.192 -6.940 2.454  -0.946
C -18.955 -7.047 1.802  -0.101
C -18.390 -5.788 1.883  -0.119
C -19.275 -4.900 2.381  -1.398
H -21.130 -5.190 3.306  0.359
H -20.841 -7.777 2.664  0.451
H -18.482 -7.919 1.374  0.568
H -17.431 -5.578 1.433  0.383
H -19.354 -3.831 2.518  0.580
N -25.052 -7.068 -1.808  0.236
C -25.278 -6.941 -3.163  -0.184
C -25.901 -8.067 -3.631  -0.851
C -26.009 -8.934 -2.470  -0.629
C -25.565 -8.263 -1.358  -0.438
H -24.449 -6.437 -1.299  -0.146
H -25.051 -6.036 -3.707  0.246
H -26.315 -8.242 -4.613  0.488
H -26.487 -9.902 -2.420  0.416
H -25.577 -8.474 -0.299  0.421
N -23.710 -4.061 -2.171  1.916
C -24.934 -3.389 -2.186  -0.566
C -25.231 -2.968 -3.511  -1.069
C -24.117 -3.272 -4.274  -0.500
C -23.264 -3.912 -3.473  -0.777
H -23.241 -4.496 -1.390  -0.460
H -25.517 -3.317 -1.280  0.523
H -26.114 -2.445 -3.846  0.430
H -24.027 -3.065 -5.331  0.466
H -22.311 -4.339 -3.749  0.032

DFT (wB97M-V/def2-TZVPD) results for a 2-piece molecular cluster, C5H13NS overall.

## Properties
**HOMO level (alpha / beta)**: -12.29 / -11.86 eV
**Frontier orbital gap (alpha / beta)**: 4.5 / 4.0 eV
**Spin multiplicity**: 2
**Charge**: +1
**ΔE to the lowest compared entry with this formula, charge and spin**: 5.185 eV

Each line ends with the natural charge from an NBO analysis.
Atoms and positions in Å:
C 0.500 0.691 -0.519  -0.546
C 1.745 -0.200 -0.717  -0.205
C 2.296 -0.978 0.421  0.320
C 1.288 -1.851 1.174  -0.741
S -2.288 1.420 0.500  0.111
C -3.792 2.308 0.391  -0.861
N 1.395 -1.335 -1.885  -0.709
H 0.843 1.573 0.048  0.242
H -0.146 0.106 0.054  0.214
H 0.036 0.966 -1.464  0.277
H 2.449 0.434 -1.311  0.288
H 0.478 -2.196 0.445  0.250
H 2.880 -0.385 1.151  0.247
H 0.858 -1.378 2.016  0.312
H 1.807 -2.688 1.715  0.304
H -3.991 2.956 1.337  0.267
H -4.795 1.504 0.434  0.280
H -3.871 2.885 -0.575  0.240
H 0.446 -1.814 -1.969  0.384
H 1.861 -2.019 -1.245  0.326

DFT (wB97M-V/def2-TZVPD) results for a 2-piece molecular cluster, CH5N2P overall.

## Properties
**HOMO level (alpha / beta)**: -6.95 / -6.95 eV
**Frontier orbital gap (alpha / beta)**: 7.0 / 7.0 eV
**ΔE to the lowest compared entry with this formula, charge and spin**: 2.439 eV

Each line ends with the natural charge from an NBO analysis.
Atoms and positions in Å:
C -0.500 -2.047 0.317  -0.013
N 0.201 2.495 -0.339  -1.123
N 0.249 -1.427 -0.484  -0.623
P -0.199 2.915 1.174  0.321
H -0.199 -2.725 1.137  0.137
H -1.558 -1.941 0.282  0.156
H -0.300 1.665 -0.711  0.406
H 1.114 2.728 -0.800  0.394
H 1.191 -1.663 -0.576  0.344

DFT (wB97M-V/def2-TZVPD) results for a 3-piece molecular cluster, C28H47N3O5 overall.

## Properties
**HOMO level**: -8.36 eV
**Frontier orbital gap**: 8.7 eV
**SMILES string**: CCCCCCCCCCCCCCCN(CC(=O)OC(C)=O)C(=O)O.c1cc[nH]c1.c1cc[nH]c1

Each line ends with the Mulliken charge.
Atoms and positions in Å:
C 10.257 -2.669 0.616  -1.105
C 8.895 -2.275 1.228  -0.457
C 8.494 -0.805 0.987  -0.572
C 7.094 -0.661 0.375  -0.724
C 6.705 0.811 0.155  -0.932
C 5.317 1.167 0.706  -1.052
C 4.157 0.699 -0.201  -0.410
C 3.147 1.812 -0.510  -0.900
C 1.780 1.268 -0.946  -0.954
C 0.762 1.105 0.208  -0.480
C -0.567 1.815 -0.069  -0.758
C -1.709 1.355 0.849  -0.834
C -3.108 1.470 0.207  -0.782
C -4.048 0.272 0.502  -0.226
C -5.049 0.584 1.609  -1.180
N -6.259 -0.263 1.572  0.159
C -7.090 -0.012 0.400  -0.455
C -8.032 -1.182 0.196  0.445
O -7.681 -2.336 0.185  -0.585
O -9.315 -0.806 0.019  -0.310
C -10.223 -1.897 -0.022  0.766
C -10.531 -2.363 -1.398  -0.905
O -10.708 -2.286 0.990  -0.500
C -7.031 -0.027 2.764  0.621
O -7.629 0.983 3.014  -0.540
O -6.981 -1.065 3.611  -0.527
H 10.797 -1.775 0.304  0.293
H 10.866 -3.187 1.358  0.247
H 10.155 -3.334 -0.240  0.330
H 8.911 -2.473 2.299  0.345
H 8.121 -2.911 0.795  0.394
H 9.210 -0.336 0.310  0.294
H 8.505 -0.247 1.926  0.303
H 6.379 -1.129 1.056  0.372
H 7.101 -1.206 -0.571  0.329
H 7.434 1.459 0.648  0.497
H 6.735 1.055 -0.910  0.437
H 5.258 2.247 0.845  0.506
H 5.213 0.673 1.673  0.347
H 3.618 -0.111 0.298  0.292
H 4.545 0.293 -1.137  0.397
H 3.561 2.452 -1.291  0.309
H 3.022 2.410 0.396  0.490
H 1.935 0.285 -1.400  0.370
H 1.345 1.892 -1.729  0.499
H 0.561 0.045 0.372  0.346
H 1.214 1.501 1.120  0.289
H -0.844 1.585 -1.101  0.470
H -0.425 2.892 0.030  0.175
H -1.525 0.339 1.201  0.457
H -1.706 1.988 1.741  0.297
H -3.004 1.567 -0.874  0.452
H -3.574 2.391 0.560  0.401
H -3.429 -0.566 0.817  0.352
H -4.549 0.004 -0.425  0.247
H -5.318 1.646 1.637  0.405
H -4.563 0.370 2.565  0.363
H -7.668 0.914 0.475  0.271
H -6.483 0.038 -0.500  0.324
H -11.120 -3.272 -1.333  0.346
H -11.116 -1.588 -1.898  0.243
H -9.626 -2.533 -1.976  0.304
H -6.734 -1.851 3.103  0.398
C 11.699 2.107 3.627  -0.381
C 12.478 2.098 2.437  -0.420
C 12.646 0.791 2.068  -0.484
N 12.001 0.011 2.989  0.044
C 11.420 0.803 3.940  -0.552
H 11.380 2.970 4.186  0.413
H 12.868 2.954 1.913  0.416
H 13.164 0.351 1.234  0.383
H 11.958 -0.991 2.966  0.198
H 10.860 0.375 4.754  0.383
C -12.295 -0.713 -6.506  -0.392
C -11.197 -1.616 -6.546  -0.413
C -10.399 -1.336 -5.470  -0.438
N -10.972 -0.299 -4.783  0.019
C -12.128 0.086 -5.407  -0.495
H -13.112 -0.658 -7.204  0.388
H -11.016 -2.382 -7.280  0.400
H -9.478 -1.783 -5.137  0.369
H -10.599 0.119 -3.951  0.202
H -12.728 0.889 -5.018  0.368

DFT (wB97M-V/def2-TZVPD) results for C13H26Cl2NNdO4P2 as an isolated structure.

## Properties
**HOMO level (alpha / beta)**: -7.20 / -7.21 eV
**Frontier orbital gap (alpha / beta)**: 7.7 / 7.7 eV
**Spin multiplicity**: 4
**ΔE to the lowest compared entry with this formula, charge and spin**: 0.000 eV

Each line ends with the natural charge from an NBO analysis.
Atoms and positions in Å:
C -0.753 1.012 -3.739  -0.254
C -0.772 0.496 -2.442  0.269
N 0.006 0.999 -1.452  -0.483
C 0.835 2.027 -1.746  0.250
C 0.907 2.590 -3.020  -0.257
C 0.099 2.072 -4.028  -0.145
C -1.695 -0.673 -2.164  -0.788
P -2.231 -0.822 -0.411  0.817
Nd -0.091 0.035 1.073  1.487
P 2.217 1.462 0.678  0.841
C 1.704 2.639 -0.655  -0.736
O -0.522 -3.310 -2.500  -0.983
O 0.456 -3.674 0.010  -1.082
H -1.435 0.593 -4.488  0.225
H 1.624 3.399 -3.208  0.222
H 0.134 2.490 -5.029  0.221
C -3.644 0.294 -0.111  -0.931
C -2.731 -2.517 -0.002  -0.938
H 2.606 3.083 -1.097  0.233
H 1.196 3.499 -0.183  0.279
H -1.226 -1.653 -2.460  0.345
H -2.593 -0.601 -2.791  0.233
C 2.470 2.394 2.232  -0.938
C 3.784 0.685 0.187  -0.936
H 0.954 -2.751 -0.119  0.461
H 0.441 -3.784 0.985  0.483
H -0.174 -3.605 -1.620  0.519
H 0.224 -3.403 -3.134  0.478
H -0.961 1.998 1.113  -0.576
H 1.241 -1.494 -0.321  -0.575
H -4.581 0.007 -0.606  0.228
H -3.822 0.284 0.976  0.248
H -3.386 1.324 -0.398  0.268
H -3.602 -2.857 -0.577  0.234
H -1.870 -3.185 -0.169  0.286
H -2.977 -2.520 1.073  0.242
H 4.654 1.354 0.122  0.227
H 3.987 -0.084 0.950  0.253
H 3.629 0.177 -0.778  0.266
H 3.327 3.082 2.195  0.231
H 1.550 2.955 2.465  0.272
H 2.641 1.646 3.027  0.247
Cl -1.175 -2.443 5.215  0.015
C -0.261 -0.936 5.228  -0.313
Cl 1.470 -1.052 5.547  0.011
C -0.336 -0.406 3.790  0.736
O -0.781 0.728 3.443  -0.651
O 0.155 -1.265 2.947  -0.782
H -0.692 -0.291 5.991  0.244